(1)
Molecular formula: C35H33BrIrN2O2Si
Method: DFT, ωB97M-V with the def2-TZVPD basis set

Structure (XYZ):
```
75
Properties=species:S:1:pos:R:3
Ir 0.25 -0.01 -0.31
C 1.69 -4.16 -3.21
C 0.99 -2.81 -3.38
C 0.90 -2.44 -4.85
C 1.70 -1.77 -2.53
C 1.49 -1.79 -1.12
C 2.28 -1.01 -0.25
C 3.22 -0.09 -0.81
C 4.05 0.76 0.11
C 3.37 -0.05 -2.17
C 2.63 -0.90 -3.03
H 1.15 -4.94 -3.76
H 1.75 -4.46 -2.16
H 2.71 -4.11 -3.60
H -0.02 -2.90 -2.98
H 1.88 -2.44 -5.33
H 0.45 -1.45 -5.00
H 0.28 -3.17 -5.38
H 0.95 -2.65 -0.73
H 2.45 -1.34 0.77
H 3.43 1.49 0.64
H 4.82 1.30 -0.43
H 4.53 0.14 0.87
H 4.10 0.63 -2.60
H 2.83 -0.86 -4.09
O -2.85 -0.49 0.31
C -2.57 0.78 0.27
N -1.38 1.23 -0.01
C -1.43 2.66 0.03
O -0.50 3.38 -0.16
C -2.85 3.02 0.37
C -3.45 4.24 0.55
C -4.80 4.24 0.89
C -5.50 3.05 1.05
C -4.88 1.81 0.86
C -3.55 1.84 0.52
H -2.90 5.17 0.43
H -5.32 5.17 1.05
H -6.55 3.08 1.32
H -5.42 0.88 0.98
C 1.81 -4.28 4.12
C 1.73 -3.05 4.75
C 1.21 -1.96 4.07
C 0.78 -2.07 2.74
C 0.88 -3.32 2.13
C 1.38 -4.42 2.81
Si 0.12 -0.61 1.82
C -0.72 0.49 3.06
C -0.57 1.88 2.99
C -1.26 2.71 3.86
C -2.12 2.17 4.80
C -2.28 0.79 4.89
C -1.57 -0.04 4.03
H 2.20 -5.14 4.65
H 2.06 -2.94 5.78
H 1.14 -1.00 4.58
H 0.54 -3.45 1.10
H 1.43 -5.39 2.32
H -1.99 -0.96 0.10
H 0.09 2.31 2.25
H -1.12 3.79 3.80
H -2.66 2.82 5.47
H -2.95 0.37 5.63
H -1.69 -1.12 4.12
Br -1.78 -0.49 -3.06
C -0.48 0.87 -3.26
C -0.46 1.60 -4.44
C 0.45 2.64 -4.54
C 1.27 2.92 -3.47
C 1.19 2.13 -2.34
N 0.35 1.09 -2.24
H -1.15 1.35 -5.24
H 0.49 3.23 -5.45
H 1.97 3.74 -3.50
H 1.81 2.32 -1.47
```

Results
- gap between HOMO and LUMO (eV) = 7.01
- max |F| (hartree/bohr) = 0.00405
- E_LUMO (eV) = -3.41
- charge = +1
- energy (eV) = -124661.4329
- E_HOMO (eV) = -10.42
- M (g mol⁻¹) = 813.87
- multiplicity = 1

***

(2)
Molecular formula: C23H25BrF32NO5
Method: DFT, ωB97M-V with the def2-TZVPD basis set

Structure (XYZ):
```
87
Properties=species:S:1:pos:R:3
C -1.90 2.59 -5.21
C -2.97 3.55 -4.42
C -2.34 4.94 -3.82
Br -3.94 6.12 -3.37
N -1.60 4.78 -2.50
O -1.35 3.50 -2.17
H -1.06 3.16 -5.79
H -1.50 1.73 -4.50
H -2.53 2.01 -6.05
H -3.52 2.96 -3.57
H -3.81 3.87 -5.20
H -1.69 5.56 -4.61
H -0.70 5.35 -2.55
H -2.16 5.24 -1.72
H -2.09 3.18 -1.54
C 0.90 0.08 -2.32
C 2.03 -0.36 -1.37
C 3.44 -0.30 -1.96
F 3.59 -1.09 -3.05
F 4.36 -0.72 -1.05
F 1.75 -1.60 -0.88
F 1.99 0.48 -0.28
O 0.22 -0.97 -3.01
C 0.86 -1.44 -4.19
C 1.34 -2.90 -4.08
F 2.19 -3.06 -3.03
F 2.02 -3.28 -5.19
F 1.85 -0.58 -4.53
F -0.07 -1.35 -5.18
H 0.13 0.53 -1.69
H 1.22 0.88 -3.00
H 3.69 0.73 -2.24
H 0.50 -3.58 -3.94
C 1.97 -5.27 1.55
C 0.72 -4.75 0.83
C 0.13 -3.47 1.41
F -0.25 -3.60 2.70
F -0.99 -3.10 0.72
F -0.21 -5.75 0.78
F 1.07 -4.51 -0.47
O 1.77 -6.29 2.53
C 1.38 -5.82 3.82
C -0.04 -6.25 4.21
F -0.96 -5.83 3.30
F -0.40 -5.72 5.40
F 1.57 -4.48 3.88
F 2.27 -6.36 4.69
H 2.59 -5.75 0.78
H 2.61 -4.46 1.93
H 0.84 -2.65 1.33
H -0.12 -7.34 4.28
C -3.17 -3.23 5.00
C -3.10 -2.21 6.14
C -3.77 -2.64 7.44
F -5.09 -2.88 7.29
F -3.66 -1.66 8.38
F -3.58 -1.01 5.70
F -1.77 -1.99 6.40
O -4.22 -3.04 4.04
C -5.49 -3.56 4.42
C -6.55 -2.47 4.64
F -6.15 -1.56 5.57
F -7.72 -3.00 5.08
F -5.34 -4.37 5.50
F -5.88 -4.38 3.40
H -2.25 -3.11 4.41
H -3.13 -4.27 5.36
H -3.29 -3.53 7.84
H -6.75 -1.93 3.71
C 2.78 6.49 -2.77
C 3.82 7.31 -1.98
C 5.27 7.00 -2.31
F 5.60 5.71 -2.06
F 6.11 7.76 -1.55
F 3.57 7.18 -0.65
F 3.59 8.63 -2.27
O 2.26 5.33 -2.11
C 3.07 4.16 -2.20
C 3.63 3.72 -0.84
F 4.35 4.70 -0.25
F 4.46 2.65 -0.98
F 4.03 4.36 -3.13
F 2.25 3.19 -2.70
H 1.91 7.14 -2.91
H 3.12 6.26 -3.79
H 5.49 7.22 -3.35
H 2.82 3.44 -0.16
```

Results
- gap between HOMO and LUMO (eV) = 8.52
- max |F| (hartree/bohr) = 0.06022
- E_LUMO (eV) = -4.36
- charge = +1
- energy (eV) = -192974.4165
- E_HOMO (eV) = -12.88
- M (g mol⁻¹) = 1083.30
- multiplicity = 1

***

(3)
Molecular formula: C25H25N5O5
Method: DFT, ωB97M-V with the def2-TZVPD basis set

Structure (XYZ):
```
60
Properties=species:S:1:pos:R:3
C -2.34 5.06 1.27
C -0.93 4.55 1.05
H -0.54 4.87 0.08
H -0.25 4.90 1.83
O -0.96 3.12 1.08
C 0.17 2.51 0.76
O 1.22 3.07 0.54
C 0.01 1.03 0.74
C -0.54 0.36 1.79
C -0.60 -1.05 1.77
C -0.12 -1.74 0.65
N -0.14 -3.08 0.56
C -0.64 -3.78 1.55
N -1.16 -3.21 2.69
C -1.68 -3.97 3.68
C -1.71 -5.32 3.60
C -1.18 -5.95 2.45
C -0.65 -5.21 1.44
C -0.08 -5.81 0.20
H -0.15 -6.89 0.23
H -0.61 -5.43 -0.67
H 0.96 -5.51 0.09
H -1.20 -7.03 2.38
H -2.13 -5.91 4.40
H -2.06 -3.40 4.52
C -1.16 -1.78 2.87
O -1.61 -1.32 3.90
N 0.39 -1.06 -0.41
C 0.47 0.31 -0.43
N 0.99 0.87 -1.46
C 0.86 2.14 -1.92
O -0.23 2.67 -2.09
C 2.13 2.78 -2.34
C 3.36 2.17 -2.17
C 4.50 2.85 -2.56
C 4.36 4.12 -3.10
N 3.18 4.71 -3.27
C 2.10 4.06 -2.90
H 1.16 4.56 -3.04
H 5.22 4.69 -3.42
H 5.48 2.41 -2.44
H 3.42 1.18 -1.73
C 0.68 -1.79 -1.63
C -0.61 -2.15 -2.37
C -1.52 -0.94 -2.60
O -2.13 -0.60 -1.38
C -2.81 0.64 -1.43
H -3.63 0.61 -2.16
H -3.21 0.81 -0.43
H -2.13 1.45 -1.70
H -0.93 -0.10 -2.99
H -2.29 -1.19 -3.35
H -0.35 -2.60 -3.33
H -1.17 -2.88 -1.77
H 1.30 -1.14 -2.25
H 1.22 -2.70 -1.37
H -0.92 0.88 2.66
H -3.00 4.68 0.49
H -2.72 4.71 2.23
H -2.35 6.14 1.25
```

Results
- gap between HOMO and LUMO (eV) = 7.62
- max |F| (hartree/bohr) = 0.02019
- E_LUMO (eV) = -0.60
- SMILES = CCOC(=O)c1cc2c(=O)n3cccc(C)c3nc2n(CCCOC)/c1=N/C(=O)c1cccnc1
- energy (eV) = -44020.0665
- E_HOMO (eV) = -8.22
- M (g mol⁻¹) = 475.50
- multiplicity = 1

***

(4)
Molecular formula: C24H25Cl2MoN4O2S2
Method: DFT, ωB97M-V with the def2-TZVPD basis set

Structure (XYZ):
```
60
Properties=species:S:1:pos:R:3
Mo -0.13 0.31 -0.01
C 1.92 -1.96 -0.30
N 1.11 -1.42 0.82
C 0.27 -2.48 1.42
C -1.21 -2.37 1.13
C -2.02 -3.46 1.42
C -3.39 -3.35 1.22
C -3.90 -2.16 0.73
C -3.02 -1.13 0.44
N -1.70 -1.23 0.64
C 1.94 -0.75 1.85
C 0.99 -0.06 2.80
C 1.21 0.06 4.16
C 0.26 0.69 4.94
C -0.90 1.16 4.33
C -1.04 1.02 2.97
N -0.11 0.42 2.22
C 1.04 -2.11 -1.51
C 1.34 -3.03 -2.50
C 0.54 -3.10 -3.63
C -0.56 -2.26 -3.72
C -0.80 -1.37 -2.69
N -0.02 -1.29 -1.61
H 2.38 -2.91 -0.03
H 2.71 -1.25 -0.52
H 0.39 -2.47 2.50
H 0.62 -3.46 1.08
H -1.59 -4.37 1.79
H -4.04 -4.18 1.44
H -4.96 -2.02 0.56
H -3.36 -0.19 0.03
H 2.57 -0.02 1.35
H 2.58 -1.47 2.38
H 2.12 -0.33 4.60
H 0.41 0.80 6.00
H -1.67 1.65 4.91
H -1.90 1.42 2.44
H 2.21 -3.67 -2.40
H 0.76 -3.79 -4.42
H -1.21 -2.27 -4.58
H -1.63 -0.68 -2.73
C -1.48 4.78 0.96
C -1.32 3.42 0.33
S 0.23 2.65 0.50
C -2.25 2.85 -0.47
C -3.55 3.50 -0.85
S -1.87 1.33 -1.25
H -0.69 4.95 1.70
H -2.44 4.88 1.45
H -1.40 5.57 0.21
H -3.94 4.10 -0.03
H -4.30 2.75 -1.11
H -3.42 4.16 -1.71
Cl 4.55 0.13 -1.72
C 3.46 1.45 -2.24
Cl 3.87 2.01 -3.85
C 2.02 0.91 -2.16
O 1.38 0.63 -3.14
O 1.65 0.80 -0.91
H 3.60 2.26 -1.53
```

Results
- gap between HOMO and LUMO (spin up / spin down) (eV) = 6.19 / 6.41
- max |F| (hartree/bohr) = 0.00831
- E_LUMO (spin up / spin down) (eV) = -3.03 / -3.42
- <S²> = 2.0196
- charge = +1
- energy (eV) = -83917.6376
- E_HOMO (spin up / spin down) (eV) = -9.22 / -9.84
- M (g mol⁻¹) = 632.47
- multiplicity = 3

***

(5)
Molecular formula: C14H32IrN3O8P2Sb
Method: DFT, ωB97M-V with the def2-TZVPD basis set

Structure (XYZ):
```
61
Properties=species:S:1:pos:R:3
Ir -0.12 -0.99 0.52
N 2.31 -4.12 -0.72
C 2.74 -2.70 -1.09
C 4.05 -2.74 -1.84
P 1.33 -2.06 -2.10
O 1.19 -3.32 -3.12
O 1.56 -0.80 -2.84
O 0.11 -2.15 -1.23
P 2.85 -1.90 0.59
O 2.64 -0.34 0.25
O 4.21 -2.10 1.12
O 1.55 -2.39 1.23
H 1.91 -4.60 -1.53
H 1.61 -4.01 0.04
H 3.11 -4.64 -0.35
H 4.01 -3.42 -2.70
H 4.86 -3.03 -1.17
H 4.27 -1.74 -2.23
H 1.51 -3.11 -4.00
H 3.46 0.14 0.14
C 0.83 0.59 5.67
N 0.14 -0.02 4.54
C -0.93 -0.88 4.61
C -1.21 -1.24 3.33
N -0.32 -0.61 2.49
C 0.48 0.11 3.25
H 0.23 0.45 6.56
H 0.95 1.66 5.49
H 1.80 0.14 5.81
H -1.39 -1.14 5.54
H -1.98 -1.89 2.95
H 1.29 0.71 2.89
O -0.81 1.28 -1.06
C -0.92 0.61 0.14
C -2.30 3.11 2.39
C -1.72 2.86 1.00
C -0.41 3.62 0.82
C -2.74 3.20 -0.06
O -1.43 1.42 1.07
H -2.50 4.18 2.52
H -1.59 2.80 3.16
H -3.22 2.56 2.52
H -0.60 4.69 0.90
H 0.03 3.42 -0.15
H 0.30 3.34 1.60
H -3.10 4.22 0.11
H -3.59 2.53 -0.01
H -2.31 3.18 -1.06
C -0.24 1.65 -4.11
Sb -1.29 0.47 -2.75
C -3.32 1.01 -2.87
C -1.48 -1.48 -3.52
H -0.68 1.51 -5.09
H 0.80 1.33 -4.11
H -0.32 2.69 -3.80
H -3.64 0.84 -3.90
H -3.47 2.05 -2.60
H -3.90 0.36 -2.21
H -2.43 -1.42 -4.04
H -1.50 -2.23 -2.74
H -0.65 -1.62 -4.20
```

Results
- gap between HOMO and LUMO (eV) = 6.89
- max |F| (hartree/bohr) = 0.02674
- E_LUMO (eV) = -2.71
- charge = +1
- energy (eV) = -63840.4481
- E_HOMO (eV) = -9.60
- M (g mol⁻¹) = 746.35
- multiplicity = 1

***

(6)
Molecular formula: C54H51N4O6SSi2V
Method: DFT, ωB97M-V with the def2-TZVPD basis set

Structure (XYZ):
```
119
Properties=species:S:1:pos:R:3
V 0.47 0.63 -0.08
N 3.10 -1.03 0.65
C 2.18 -0.40 0.35
O -8.50 -4.31 -2.71
S -7.14 -4.10 -3.16
O -6.87 -2.79 -3.72
O -6.56 -5.21 -3.89
C -6.15 -4.15 -1.62
N -6.41 -5.14 -0.77
C -5.61 -5.25 0.27
C -4.54 -4.40 0.49
C -4.36 -3.39 -0.44
N -5.17 -3.26 -1.49
C -3.25 -2.40 -0.34
C -3.33 -1.20 -1.03
C -2.28 -0.32 -0.96
N -1.16 -0.58 -0.28
C -1.07 -1.73 0.39
C -2.10 -2.65 0.39
H -5.82 -6.05 0.97
H -3.90 -4.50 1.36
H -4.20 -0.99 -1.64
H -2.30 0.62 -1.50
H -0.16 -1.91 0.95
H -1.97 -3.57 0.94
C 7.29 2.06 0.16
C 5.87 2.55 0.11
C 5.02 2.38 1.20
C 3.68 2.75 1.14
C 2.79 2.59 2.34
C 3.19 3.30 -0.04
C 4.04 3.57 -1.11
C 3.56 4.30 -2.34
C 5.37 3.18 -1.02
C 1.71 3.51 -0.22
O 1.18 4.59 -0.36
O 1.05 2.37 -0.23
H 7.42 1.31 0.94
H 7.98 2.88 0.37
H 7.58 1.62 -0.79
H 5.39 1.90 2.10
H 3.39 2.37 3.23
H 2.07 1.78 2.22
H 2.22 3.50 2.53
H 2.53 4.06 -2.60
H 4.19 4.05 -3.20
H 3.61 5.38 -2.18
H 6.03 3.36 -1.86
C 0.48 2.17 5.00
C -0.91 1.82 4.46
C -1.45 3.04 3.69
C -1.84 1.54 5.64
Si -0.79 0.36 3.25
O -0.13 0.80 1.85
C -2.58 -0.25 2.99
C -3.38 0.44 2.08
C -4.68 0.06 1.80
C -5.22 -1.05 2.44
C -4.45 -1.77 3.34
C -3.15 -1.37 3.61
C 0.16 -1.03 4.11
C 1.31 -1.51 3.48
C 2.05 -2.57 4.01
C 1.65 -3.16 5.20
C 0.52 -2.69 5.85
C -0.21 -1.65 5.31
H 0.40 2.93 5.78
H 1.12 2.56 4.21
H 0.98 1.30 5.43
H -1.40 3.94 4.31
H -2.50 2.89 3.40
H -0.88 3.21 2.77
H -1.97 2.45 6.23
H -1.43 0.77 6.30
H -2.83 1.20 5.31
H -2.96 1.31 1.57
H -5.27 0.60 1.08
H -6.24 -1.35 2.23
H -4.86 -2.65 3.82
H -2.56 -1.95 4.31
H 1.65 -1.05 2.57
H 2.93 -2.91 3.49
H 2.21 -3.99 5.61
H 0.20 -3.15 6.78
H -1.09 -1.30 5.85
C 5.09 -1.76 -3.61
C 3.93 -2.33 -4.11
C 2.69 -1.74 -3.84
C 2.59 -0.59 -3.06
C 3.78 -0.03 -2.58
C 5.01 -0.60 -2.84
Si 0.93 0.20 -2.57
C 0.90 1.79 -3.63
C 0.03 2.84 -3.31
C -0.02 4.00 -4.06
C 0.82 4.16 -5.16
C 1.70 3.14 -5.49
C 1.74 1.97 -4.74
C -0.39 -0.90 -3.37
C -1.24 -0.48 -4.40
C -2.29 -1.28 -4.86
C -2.52 -2.52 -4.30
C -1.66 -2.99 -3.31
C -0.62 -2.19 -2.86
H 6.05 -2.22 -3.80
H 3.98 -3.23 -4.71
H 1.80 -2.20 -4.24
H 3.74 0.87 -1.97
H 5.91 -0.16 -2.42
H -0.63 2.74 -2.45
H -0.69 4.80 -3.78
H 0.79 5.07 -5.75
H 2.36 3.25 -6.34
H 2.43 1.19 -5.01
H -1.10 0.51 -4.83
H -2.93 -0.91 -5.65
H -3.35 -3.13 -4.63
H -1.84 -3.96 -2.86
H 0.04 -2.57 -2.08
```

Results
- gap between HOMO and LUMO (spin up / spin down) (eV) = 7.21 / 6.85
- max |F| (hartree/bohr) = 0.03639
- E_LUMO (spin up / spin down) (eV) = 3.61 / 3.52
- <S²> = 2.0230
- charge = -2
- energy (eV) = -127357.9442
- E_HOMO (spin up / spin down) (eV) = -3.60 / -3.33
- M (g mol⁻¹) = 991.21
- multiplicity = 3